A single C23H12ClF5N2O2S molecule, computed with wB97M-V/def2-TZVPD.

XYZ file:
```
46
C23H12ClF5N2O2S wB97M-V/def2-TZVPD
O 4.07 -1.96 -0.71
C 3.11 -1.25 -0.72
O 1.91 -1.65 -1.27
C 0.92 -2.03 -0.41
C 1.27 -2.73 0.76
C 0.32 -3.17 1.63
S 0.82 -4.11 3.03
C -1.04 -2.93 1.35
N -2.01 -3.38 2.19
C -3.24 -3.12 1.90
C -3.56 -2.37 0.73
Cl -5.22 -2.03 0.43
N -2.68 -1.93 -0.09
C -1.38 -2.21 0.18
C -0.38 -1.75 -0.71
C -0.83 -0.95 -1.93
F -1.68 -1.72 -2.67
F 0.23 -0.70 -2.75
C -1.46 0.38 -1.58
C -2.76 0.67 -1.96
C -3.31 1.90 -1.63
C -2.57 2.82 -0.91
C -1.27 2.52 -0.54
C -0.44 3.50 0.23
F -1.09 4.65 0.46
F -0.07 3.00 1.43
F 0.70 3.79 -0.42
C -0.72 1.29 -0.87
C 3.09 0.15 -0.23
C 2.66 1.16 -1.07
C 2.70 2.48 -0.64
C 3.13 2.76 0.64
C 3.54 1.75 1.49
C 3.52 0.43 1.06
H 2.30 -2.94 0.97
H 0.23 -3.35 3.95
H -4.03 -3.47 2.54
H -3.33 -0.06 -2.50
H -4.33 2.12 -1.92
H -3.01 3.77 -0.65
H 0.30 1.08 -0.57
H 2.31 0.92 -2.07
H 2.38 3.26 -1.30
H 3.16 3.78 0.99
H 3.87 1.98 2.49
H 3.85 -0.37 1.69
```

M in g/mol: 510.9
Structure (SMILES): O=C(Oc1cc(S)c2ncc(Cl)nc2c1C(F)(F)c1cccc(C(F)(F)F)c1)c1ccccc1
Spin multiplicity: 1
E in eV: -68066.852
Lowest unoccupied orbital energy in Eh: -0.0329
HOMO-LUMO gap in eV: 8.3
HOMO level in eV: -9.21
Relative energy (zero: lowest compared OMol25 entry of this formula, charge and spin) in kcal/mol: 0.0

Results of the Mulliken charge analysis, in e, for atoms 1 through 8: O -0.52; C -0.18; O -0.44; C 0.83; C -0.78; C -0.12; S -0.25; C 0.49


A molecular structure, C23H12N5O5W, computed with wB97M-V/def2-TZVPD.

XYZ file:
```
46
C23H12N5O5W wB97M-V/def2-TZVPD
W 0.26 0.59 0.50
C 4.46 1.33 -0.15
C 4.85 0.42 -1.14
C 3.87 -0.29 -1.80
C 2.52 -0.15 -1.46
N 2.14 0.72 -0.42
C 3.14 1.46 0.17
N 1.65 -0.87 -2.20
C 0.39 -0.95 -2.11
N -0.41 -0.27 -1.09
C -1.79 -0.61 -1.38
N -2.78 -0.18 -0.72
C -2.82 0.68 0.31
C -4.09 0.95 0.84
C -4.25 1.84 1.88
C -3.13 2.51 2.37
C -1.90 2.24 1.84
N -1.68 1.31 0.84
C -1.82 -1.50 -2.51
C -2.89 -2.14 -3.12
C -2.60 -2.99 -4.18
C -1.29 -3.20 -4.61
C -0.21 -2.56 -4.00
C -0.49 -1.71 -2.95
H 5.19 1.94 0.37
H 5.89 0.29 -1.40
H 4.09 -0.97 -2.61
H 2.84 2.20 0.90
H -4.91 0.44 0.37
H -5.24 2.03 2.29
H -3.22 3.25 3.16
H -1.04 2.80 2.19
H -3.90 -1.99 -2.78
H -3.41 -3.51 -4.68
H -1.10 -3.87 -5.44
H 0.80 -2.72 -4.35
O 2.06 0.17 6.12
C 1.71 0.25 5.00
C 1.63 1.55 4.15
O 1.89 2.67 4.44
C 1.11 1.08 2.80
C 0.89 -0.26 2.79
O 0.39 -0.85 1.61
C 1.23 -0.93 4.10
O 1.13 -2.08 4.36
O 0.85 1.87 1.70
```

M in g/mol: 622.2
Spin multiplicity: 1
E in eV: -43527.133
Lowest unoccupied orbital energy in Eh: -0.5029
HOMO-LUMO gap in eV: 4.5
HOMO level in eV: -18.21
Relative energy (zero: lowest compared OMol25 entry of this formula, charge and spin) in kcal/mol: 6.8
Charge: +3

Results of the Mulliken charge analysis, in e, for atoms 1 through 8: W 1.41; C -0.88; C -0.34; C -0.44; C 0.52; N -0.06; C -0.14; N -0.33


A single C23H12O8 molecule, computed with wB97M-V/def2-TZVPD.

XYZ file:
```
43
C23H12O8 wB97M-V/def2-TZVPD
C 6.35 1.59 -2.39
C 4.96 1.04 -1.97
C 4.71 0.80 -0.65
C 3.57 0.35 -0.11
O 3.68 0.03 1.21
C 2.40 0.21 -0.98
C 2.71 0.43 -2.37
C 3.96 0.84 -2.82
C 1.77 0.08 -3.33
C 0.58 -0.43 -3.07
O -0.20 -0.82 -4.03
C 0.13 -0.36 -1.83
C -1.31 -0.45 -1.47
O -2.10 -0.03 -2.33
C -1.84 -0.56 -0.09
C -3.16 -0.98 0.22
O -3.97 -1.45 -0.80
C -3.72 -0.78 1.54
C -5.16 -0.74 1.74
O -5.88 -0.99 0.74
C -5.67 -0.63 3.13
C -4.82 -0.38 4.09
O -5.40 -0.25 5.36
C -3.32 -0.22 3.85
O -2.64 0.08 4.86
C -2.82 -0.27 2.48
C -1.49 -0.11 2.26
C -0.97 -0.21 0.97
C 0.55 0.05 0.79
O 1.19 0.26 1.78
C 1.04 -0.05 -0.66
H 7.13 1.14 -1.76
H 6.41 2.71 -2.37
H 6.74 1.47 -3.38
H 5.60 1.11 -0.04
H 2.88 -0.29 1.69
H 4.21 0.79 -3.92
H 2.06 0.29 -4.39
H -1.13 -0.98 -3.72
H -4.95 -1.30 -0.56
H -6.71 -0.75 3.37
H -4.59 -0.36 5.97
H -0.78 0.14 3.02
```

M in g/mol: 416.3
Structure (SMILES): Cc1cc(O)c2c(c1)cc(O)c1c(=O)c3c(O)c4c(=O)cc(O)c(=O)c4cc3c(=O)c12
Spin multiplicity: 1
E in eV: -40423.412
Lowest unoccupied orbital energy in Eh: -0.0855
HOMO-LUMO gap in eV: 5.7
HOMO level in eV: -8.05
Relative energy (zero: lowest compared OMol25 entry of this formula, charge and spin) in kcal/mol: 7.2

Results of the Mulliken charge analysis, in e, for atoms 1 through 8: C -1.70; C 0.82; C -0.45; C 0.11; O -0.62; C -0.03; C 0.63; C -0.68


A molecular structure, C23H13AgBrCl4I2N3O3, computed with wB97M-V/def2-TZVPD.

XYZ file:
```
50
C23H13AgBrCl4I2N3O3 wB97M-V/def2-TZVPD
Ag -0.08 0.16 0.47
Cl 6.05 -0.08 4.04
C 4.35 -0.15 3.65
C 3.41 -0.18 4.65
Cl 3.90 -0.15 6.32
C 2.04 -0.23 4.30
Cl 0.85 -0.31 5.57
C 1.58 -0.24 2.98
O 0.33 -0.29 2.69
C 2.59 -0.22 1.91
O 2.22 -0.27 0.69
C 3.93 -0.18 2.30
Cl 5.13 -0.18 1.03
I -0.20 5.80 -0.38
C -0.03 4.30 -1.84
C 0.10 4.66 -3.18
C 0.17 3.68 -4.14
I 0.28 4.31 -6.16
C 0.14 2.31 -3.80
C 0.20 1.25 -4.73
C 0.17 -0.05 -4.29
C 0.09 -0.30 -2.92
N 0.02 0.66 -2.03
C 0.03 1.95 -2.43
C -0.09 2.96 -1.36
O -0.27 2.67 -0.16
H 0.13 5.70 -3.45
H 0.27 1.47 -5.79
H 0.22 -0.87 -4.99
H 0.09 -1.31 -2.53
Br -5.48 -2.54 0.55
C -4.49 -0.92 0.40
C -5.13 0.29 0.57
C -4.36 1.43 0.41
C -3.02 1.31 0.09
N -2.41 0.13 -0.09
C -3.15 -0.97 0.06
H -6.18 0.34 0.82
H -4.80 2.42 0.52
H -2.37 2.17 -0.03
H -2.65 -1.92 -0.10
C 1.21 -4.51 2.01
C 0.46 -4.65 0.68
C 0.06 -3.36 0.14
N -0.20 -2.30 -0.21
H 1.44 -5.50 2.42
H 0.61 -3.96 2.73
H 2.14 -3.96 1.87
H -0.44 -5.26 0.80
H 1.09 -5.14 -0.06
```

M in g/mol: 962.8
Spin multiplicity: 1
E in eV: -175009.158
Lowest unoccupied orbital energy in Eh: 0.1280
HOMO-LUMO gap in eV: 3.9
HOMO level in eV: -0.43
Relative energy (zero: lowest compared OMol25 entry of this formula, charge and spin) in kcal/mol: 36.6
Charge: -2

Results of the Mulliken charge analysis, in e, for atoms 1 through 8: Ag 0.72; Cl -0.27; C 0.20; C 0.16; Cl -0.27; C 0.16; Cl -0.28; C 0.17


For reference, maximum force by record: 1.3 3.3 9.0 0.8 eV/A.